Model i:
DFT (the ωB97M-V functional and the def2-TZVPD basis) results for 2 unconnected molecules or ions with the total composition C5H11NO2.

Values from the calculation:
HOMO-LUMO gap, eV: 10.544
E_LUMO, eV: 0.8

ORCA input file:
```
! wB97M-V def2-TZVPD RIJCOSX def2/J DEFGRID3
* xyz 0 1
O 1.73683 0.95448 0.78355
O -0.99976 2.04704 2.84316
N 3.08582 -0.67394 -0.01332
C -1.71862 -0.19519 -0.57103
C -0.30620 -0.47085 -1.13116
C 0.65085 -1.02199 -0.04456
C 1.81738 -0.11001 0.20526
C -2.53960 0.54476 -1.30104
H 0.06399 0.49599 -1.42431
H -3.54987 0.81547 -1.00383
H -0.13251 1.77334 3.10840
H 0.82426 -2.08797 -0.14537
H 3.86049 -0.02945 -0.02671
H -0.42751 -1.21530 -1.91834
H -1.92822 -0.72168 0.35062
H -1.35919 1.20590 2.57165
H 3.16707 -1.24793 -0.84527
H -2.40903 0.74994 -2.35995
H 0.16384 -0.81260 0.92226
*
```

Model ii:
DFT (the ωB97M-V functional and the def2-TZVPD basis) results for a single C5H11NO2 molecule.

Values from the calculation:
HOMO-LUMO gap, eV: 10.114
E_LUMO, eV: 0.6

ORCA input file:
```
! wB97M-V def2-TZVPD RIJCOSX def2/J DEFGRID3
* xyz 0 1
O 2.99051 -1.68084 0.52711
O -1.27997 1.48539 0.84800
N 1.11093 -0.53939 0.19064
C 0.15396 1.20646 -1.36188
C -1.08859 -0.82949 1.55803
C -0.05563 -0.04890 -0.62159
C -1.24065 0.15941 0.36623
C 2.22425 -1.22748 -0.26475
H 0.79441 1.87776 -0.88750
H -0.83639 1.52850 -1.70501
H -0.48459 -1.75822 1.27238
H -0.18301 -0.61835 2.23673
H 0.61586 1.16697 -2.39559
H 1.12404 -0.04544 1.09757
H -0.20223 -0.85209 -1.40428
H -1.66064 2.12523 0.14808
H 2.22289 -1.11131 -1.41490
H -1.98563 -0.96500 2.14623
H -2.21950 0.12681 -0.33551
*
```

Stability, descending: model i, model ii

Model i:
DFT (the ωB97M-V functional and the def2-TZVPD basis) results for a molecular structure, C4H9N3S.

Values from the calculation:
HOMO-LUMO gap, eV: 7.840
E_LUMO, eV: -10.5

ORCA input file:
```
! wB97M-V def2-TZVPD RIJCOSX def2/J DEFGRID3
* xyz 2 1
S 2.85256 -0.44512 -0.29660
N -1.27110 -1.46343 -0.16084
N 0.61609 -0.38120 -0.12291
N -0.40931 0.48945 0.07713
C 0.08307 -1.55363 -0.29520
C -2.95631 0.33131 -0.06883
C -1.61938 -0.16961 0.01143
C 3.49695 1.14956 0.38738
H -1.88354 -2.26963 -0.16271
H 0.41978 -2.66359 -0.33371
H -3.49373 -0.02139 -0.99540
H 2.98530 2.05004 0.06543
H 3.68847 0.94239 1.40613
H -0.15492 1.54909 0.11366
H -3.72343 0.03622 0.73072
H 4.37105 1.01481 -0.35757
H -3.00157 1.40473 0.00191
*
```

Model ii:
DFT (the ωB97M-V functional and the def2-TZVPD basis) results for a gas-phase ion, C4H9N3S (charge +2).

Values from the calculation:
HOMO-LUMO gap (spin up / spin down), eV: 8.943 / 8.943
E_LUMO (spin up / spin down), eV: -10.1 / -10.1

ORCA input file:
```
! wB97M-V def2-TZVPD RIJCOSX def2/J DEFGRID3
* xyz 2 1
S 2.08355 -0.95545 -0.97128
N -0.22476 0.59008 -0.13389
N 0.46160 -1.30274 1.36944
N -2.24289 1.13728 0.92342
C -1.09913 0.42862 0.83946
C 0.80541 -0.36846 -0.17275
C -0.60188 -0.51761 1.82942
C 1.80587 -0.32318 -2.65332
H -0.37665 0.08060 2.74142
H -0.63272 1.16897 -0.93520
H 1.69711 -1.15260 -3.41638
H 0.91137 0.35379 -2.62292
H 1.26722 -1.17016 1.99452
H -1.43865 -1.28778 2.15016
H 2.65099 0.25360 -2.89551
H -2.69154 1.24348 1.84149
H -2.37490 1.82155 0.11191
*
```

Stability, descending: model ii, model i

Model i:
DFT (the ωB97M-V functional and the def2-TZVPD basis) results for a single C3H4N2 molecule.

Values from the calculation:
HOMO-LUMO gap, eV: 11.158
E_LUMO, eV: 0.8

ORCA input file:
```
! wB97M-V def2-TZVPD RIJCOSX def2/J DEFGRID3
* xyz 0 1
N 0.24674 -0.34895 1.14173
N -1.29564 2.29726 -0.90199
C -0.52083 -0.02499 -0.05746
C 0.80117 -0.69213 -0.15939
C -0.82299 1.31751 -0.50672
H 1.67034 -0.15043 -0.52338
H -1.40346 -0.64146 -0.19282
H 0.77951 -1.75039 -0.40393
H 0.71148 0.46995 1.52565
*
```

Model ii:
DFT (the ωB97M-V functional and the def2-TZVPD basis) results for a molecular structure, C3H4N2.

Values from the calculation:
HOMO-LUMO gap, eV: 9.192
E_LUMO, eV: -0.3

ORCA input file:
```
! wB97M-V def2-TZVPD RIJCOSX def2/J DEFGRID3
* xyz 0 1
N -2.29081 -0.35631 0.11262
N -1.26602 1.14863 0.08944
C -0.30544 0.27744 0.05152
C 1.13720 0.44102 0.09755
C -1.12472 -0.86558 -0.08125
H -0.88244 -1.86433 -0.41968
H 1.52066 0.51065 -0.97542
H 1.48501 -0.56515 0.57841
H 1.72656 1.27364 0.54682
*
```

Stability, descending: model i, model ii

Model i:
DFT (the ωB97M-V functional and the def2-TZVPD basis) results for a single C3H4N2 molecule.

Values from the calculation:
HOMO-LUMO gap, eV: 10.615
E_LUMO, eV: 0.5

ORCA input file:
```
! wB97M-V def2-TZVPD RIJCOSX def2/J DEFGRID3
* xyz 0 1
N -0.74092 -0.19922 -1.02647
N -0.50740 1.12851 -0.30344
C 0.57264 -0.55349 0.83631
C 0.30176 0.84680 0.66962
C 0.12666 -1.04054 -0.46170
H 0.05607 -2.06348 -0.83932
H 1.63869 -0.42195 1.04996
H 0.99365 1.51231 1.16564
H 0.04346 -1.04850 1.66767
*
```

Model ii:
DFT (the ωB97M-V functional and the def2-TZVPD basis) results for a single C3H4N2 molecule.

Values from the calculation:
HOMO-LUMO gap, eV: 10.555
E_LUMO, eV: 1.1

ORCA input file:
```
! wB97M-V def2-TZVPD RIJCOSX def2/J DEFGRID3
* xyz 0 1
N -0.79312 0.81383 -0.84404
N 0.54225 0.70395 -0.80080
C -1.22264 -0.01342 0.09986
C -0.15289 -0.63004 0.78378
C 0.97079 -0.16965 0.14414
H -0.17082 -1.31365 1.62041
H -2.28189 -0.20114 0.21138
H 1.09427 1.31290 -1.38357
H 1.98613 -0.52948 0.19655
*
```

Stability, descending: model ii, model i

Model i:
DFT (the ωB97M-V functional and the def2-TZVPD basis) results for 3 unconnected molecules or ions with the total composition C4H12N2S.

Values from the calculation:
HOMO-LUMO gap, eV: 2.780
E_LUMO, eV: -4.4

ORCA input file:
```
! wB97M-V def2-TZVPD RIJCOSX def2/J DEFGRID3
* xyz 0 1
S -2.59274 -1.67177 -0.05812
N 0.43742 -2.06397 1.38440
N 1.92000 0.77580 0.22931
C -0.19943 1.06122 -0.80764
C -0.67916 1.20257 -2.04797
C 1.03309 1.74809 -0.31483
C 2.88021 1.37942 1.10432
H -0.68608 0.41612 -0.10485
H -0.51637 -1.87177 1.07721
H 0.60349 -3.03803 1.19248
H -3.35756 -2.59111 0.54070
H 1.14622 -1.46068 0.98892
H 2.99962 2.45283 0.91266
H 2.50876 1.45362 2.16614
H 0.69201 2.38198 0.52386
H -1.36238 0.47926 -2.48086
H -0.43865 2.04258 -2.69095
H 3.80485 0.80640 1.10225
H 1.46405 2.30362 -1.15745
*
```

Model ii:
DFT (the ωB97M-V functional and the def2-TZVPD basis) results for a single C4H12N2S molecule.

Values from the calculation:
HOMO-LUMO gap, eV: 9.681
E_LUMO, eV: 0.9

ORCA input file:
```
! wB97M-V def2-TZVPD RIJCOSX def2/J DEFGRID3
* xyz 0 1
S 2.97998 -1.23134 -1.38062
N 0.60884 0.30974 0.14440
N -1.85401 1.23547 1.40893
C 1.80561 -1.81984 -0.13162
C -1.77733 1.10502 -0.04387
C -0.33267 1.20886 -0.53685
C 0.46978 -1.11320 -0.22309
H -0.31593 0.95948 -1.60515
H -2.71654 1.67413 1.69126
H -2.34031 1.93395 -0.47932
H 0.09862 -1.15664 -1.25358
H 2.26871 -1.68075 0.84283
H 0.44266 0.39915 1.14122
H 0.03578 2.21639 -0.38483
H -2.21159 0.17068 -0.41901
H 3.20126 -0.05058 -0.79255
H -0.25482 -1.60749 0.43339
H -1.78074 0.33414 1.87129
H 1.67268 -2.88716 -0.28284
*
```

Model iii:
DFT (the ωB97M-V functional and the def2-TZVPD basis) results for a single C4H12N2S molecule.

Values from the calculation:
HOMO-LUMO gap, eV: 9.373
E_LUMO, eV: 0.9

ORCA input file:
```
! wB97M-V def2-TZVPD RIJCOSX def2/J DEFGRID3
* xyz 0 1
S 1.51916 -2.23281 -0.97468
N -0.38011 0.85871 0.32444
N -0.39440 2.71981 -1.25664
C 0.22603 -0.40087 0.74074
C -0.38600 -0.82741 2.06192
C -0.02349 -1.46736 -0.37886
C 0.33980 1.62954 -0.64796
H -1.46363 -0.66801 2.01979
H -1.36284 0.71705 0.12570
H 0.11574 -0.31158 2.87241
H 1.14726 2.09511 -0.06692
H 0.15173 3.29571 -1.87638
H 1.03465 -3.45819 -1.16500
H -1.24904 2.39719 -1.69132
H 0.86967 1.06153 -1.43613
H -0.75837 -2.25815 -0.23189
H 1.30951 -0.30021 0.66345
H -0.30878 -1.91202 2.15963
H -0.38689 -0.93802 -1.24227
*
```

Stability, descending: model ii, model iii, model i